1.
ORCA calculation (the ωB97M-V functional and the def2-TZVPD basis) on a molecular structure, C18H25N4PtSe.

Geometry as ORCA input:
```
! RIJCOSX wB97M-V def2-TZVPD def2/J DEFGRID3
* xyz -1 1
C -0.7358 1.5105 -1.7269
H -0.8832 -0.4051 -2.7401
H 4.6275 -0.3661 0.9569
C 3.5231 -0.3753 0.8534
C 3.0047 -1.3600 1.8996
C -4.2516 -1.2567 -1.7242
C 1.0072 -1.2687 3.3570
H -0.6309 0.1096 3.2013
H -2.2398 2.9189 -5.0999
H 2.9388 2.8100 1.7247
H -0.7022 3.5956 -1.1460
Se -0.7301 -2.4940 0.1428
C 2.4447 1.4890 3.3344
C -3.2631 -2.9123 -3.1508
N -0.2404 1.0969 -0.5862
H -1.8646 0.4718 -4.7868
H 1.8064 -1.4506 4.0878
H 4.3148 1.8615 2.2929
C -1.6118 1.1683 -3.9924
H 0.2451 -2.0296 3.5409
C 0.3759 0.1062 3.6216
H -1.3903 -3.7234 -2.4791
H 0.5037 1.9768 2.7659
C -2.2071 -3.0458 -2.2631
Pt 0.3564 -0.3952 0.3869
C -1.8224 2.5340 -4.1778
H 3.2853 -0.7623 -0.1383
N 1.0831 1.1929 3.0122
C -1.4632 3.3880 -3.1332
H -5.1072 -1.9006 -3.5864
H 2.8373 1.3913 0.0638
C -1.0733 0.6586 -2.8317
N 2.9320 0.9272 0.9512
C -3.2005 -1.3927 -0.8350
C -2.1697 -2.2889 -1.0964
H -5.0339 -0.5353 -1.5214
H 3.3989 -1.0788 2.8780
H 3.4313 -2.3453 1.6797
H 2.8778 0.6370 3.8597
H -3.1470 -0.7753 0.0525
N 1.5364 -1.4754 1.9990
C 3.2370 1.8086 2.0448
H 1.2675 -2.4062 1.7062
H -3.2742 -3.4966 -4.0635
C -4.2906 -2.0181 -2.8844
H -1.6041 4.4601 -3.2430
H 2.5753 2.3438 4.0210
C -0.9506 2.9123 -1.9498
H 0.2773 0.1891 4.7223
*
```

The value obtained for the energy above the lowest of the compared OMol25 structures with the same formula, charge and spin is 0.0 kcal/mol. The calculation puts the calculated total energy at -3440.6323 hartree. The LUMO energy is 2.69 eV. As for the HOMO energy: -0.0793 hartree. The gap between HOMO and LUMO is 4.85 eV.


2.
ORCA calculation (the ωB97M-V functional and the def2-TZVPD basis) on C18H25N5O4S2 in the gas phase.

Geometry as ORCA input:
```
! RIJCOSX wB97M-V def2-TZVPD def2/J DEFGRID3
* xyz 0 1
H 3.5664 3.7957 -2.1008
S 2.1190 1.1342 -0.1098
H -3.8925 -1.0219 0.4330
C -2.8265 -0.8955 0.2684
H -2.6324 -1.6184 2.2785
H -2.9613 -0.2388 4.4085
C 1.2754 0.4198 1.3423
N 1.7942 -1.7082 -2.6608
C 1.4607 0.6135 -3.2469
H 0.6338 0.3568 5.4147
H 2.5142 3.6727 -4.2351
H 0.5481 3.4401 -5.6592
H -0.1964 -2.5055 -0.6563
N 1.7959 -0.4104 -2.3549
O -0.3497 -0.1370 -0.3073
C 2.0901 -0.3257 -1.0359
H -2.5854 0.1419 0.0772
O -3.6157 -2.7144 -1.4576
H -2.5138 -3.5950 1.0096
C -0.9677 0.4760 3.9583
C -0.4513 0.4235 5.3941
C -2.4869 0.6214 3.9404
N 2.2561 -1.5459 -0.5706
C -1.6235 -2.9672 0.9360
C -1.1714 -2.9484 -0.5046
H -0.8589 -0.4415 5.9125
N 2.0659 -2.3534 -1.6056
O -2.0179 -1.1140 -2.3648
C -0.0475 -0.1785 0.8697
H 1.1474 1.2271 2.0591
H -0.8636 1.4164 -5.5433
H 0.5716 -0.9072 3.3406
H -0.5387 1.3522 3.4625
C 1.9192 2.7757 -4.1715
H -0.7489 1.3174 5.9355
N -0.8256 -0.7772 1.7962
H -1.2255 -3.9192 -0.9843
H -2.7806 1.5105 4.4931
H -0.2798 -0.3939 -3.9427
C 0.8013 2.6397 -4.9801
H 1.9206 -0.3569 1.7531
C -0.5063 -0.7887 3.2107
H -2.8560 0.7199 2.9228
C 0.0116 1.5057 -4.9204
O 3.3444 1.7659 -2.4556
C 2.2663 1.7609 -3.2908
C 0.3392 0.4832 -4.0469
C -2.0116 -1.5362 1.3822
H 4.6345 3.1108 -3.3635
H 4.9044 2.7128 -1.6472
C 4.1482 2.9201 -2.4020
H -0.9850 -1.6611 3.6622
S -2.4545 -1.8888 -1.2414
H -0.8536 -3.3654 1.5989
*
```

The value obtained for the energy above the lowest of the compared OMol25 structures with the same formula, charge and spin is 22.0 kcal/mol. The calculation puts the calculated total energy at -2071.9729 hartree. As for the SMILES: COc1ccccc1-n1nnnc1SCC(=O)N(CC(C)C)[C@@H]1CCS(=O)(=O)C1. The LUMO energy is 0.33 eV. As for the HOMO energy: -0.3225 hartree. The gap between HOMO and LUMO is 9.11 eV.


Question: Which value of gap between HOMO and LUMO does entry 1 give?
Answer: 4.85 eV


Question: Which formula does entry 2 have?
Answer: C18H25N5O4S2